# 1
Here is a structure of composition C24H28N2O3P2Pd from the OMol25 dataset. Energies are from ωB97M-V with the def2-TZVPD basis set.

The geometry in XYZ format:
```
60
C24H28N2O3P2Pd ωB97M-V with the def2-TZVPD basis set
C -1.22038 3.35648 -2.59108
C -1.04597 2.03881 -2.16362
C 0.26266 1.48406 -2.11776
C 1.37440 2.29783 -2.47977
C 1.16422 3.62987 -2.90942
C -0.12128 4.14711 -2.95929
C 2.65429 1.73707 -2.24541
C 2.79052 0.32968 -2.38169
C 1.64606 -0.44238 -2.04627
C 1.74212 -1.85769 -2.00140
C 2.96883 -2.47045 -2.24735
C 4.09369 -1.70809 -2.59464
C 4.01079 -0.32546 -2.68021
H -2.23321 3.77253 -2.59449
H 2.02922 4.23365 -3.20049
H -0.29735 5.17548 -3.27767
H 3.52300 2.34102 -2.52392
H 3.03822 -3.55842 -2.14304
H 5.03552 -2.22191 -2.79985
H 4.87954 0.27945 -2.96345
N 0.51901 0.22941 -1.57805
Pd -0.15254 -0.17646 0.41652
C -2.20102 1.21973 -1.63862
H -2.18623 0.20097 -2.04783
H -3.16095 1.70226 -1.84956
C 0.52565 -2.65074 -1.61260
H -0.35333 -2.32862 -2.18889
H 0.69054 -3.72366 -1.75242
P -2.03934 1.06224 0.18760
P 0.08790 -2.41051 0.15340
C 1.47748 -3.12323 1.05778
H 1.18273 -3.19177 2.11137
H 1.69803 -4.12145 0.66046
H 2.35704 -2.47585 0.97011
C -1.36180 -3.44803 0.36553
H -1.16405 -4.43289 -0.07425
H -1.54654 -3.53145 1.44474
H -2.22304 -2.97997 -0.12475
C -2.02752 2.76368 0.78790
H -3.03781 3.18566 0.70839
H -1.68752 2.75373 1.83604
H -1.32532 3.36085 0.19639
C -3.57004 0.30928 0.76064
H -3.53863 0.24901 1.85435
H -4.41801 0.93028 0.44565
H -3.66676 -0.70190 0.34665
C 1.93494 0.82282 0.41786
O 2.70063 0.20029 1.10076
H 2.31041 1.63230 -0.36166
O -0.83320 -2.61342 3.19798
C -0.91777 -1.43164 3.54974
C -1.33383 -1.07750 4.97650
C -1.24536 0.41911 5.01729
C -0.78835 0.81394 3.61084
O -0.57977 1.98578 3.29695
N -0.66701 -0.30279 2.80994
H -2.35291 -1.43896 5.16500
H -0.66052 -1.55870 5.69486
H -2.21571 0.87301 5.24616
H -0.52435 0.76658 5.76209
```

The expectation value of S² is 6.04. Its multiplicity is 5. As for the total charge: +2. The value obtained for the orbital gap (spin up / spin down) is 4.10 / 4.23 eV.

***

# 2
Here is an isolated molecule of C24H28N2O5 from the OMol25 dataset. Energies are from ωB97M-V with the def2-TZVPD basis set.

The geometry in XYZ format:
```
59
C24H28N2O5 ωB97M-V with the def2-TZVPD basis set
C 0.77889 3.87280 -1.91164
C 1.30967 3.74709 -0.48706
O 1.67349 2.41939 -0.15344
C 0.71795 1.52376 0.22818
C -0.63933 1.79862 0.26808
C -1.58244 0.83537 0.62013
C -1.15010 -0.43774 0.97092
C 0.20081 -0.71971 0.96260
C 1.14822 0.23126 0.59756
O 2.43575 -0.21123 0.59208
C 3.50147 0.69513 0.82723
H 3.77722 1.22953 -0.09089
C 4.71956 -0.06448 1.36715
O 5.22991 0.28027 2.41722
N 5.18555 -1.09006 0.63381
C 4.73818 -1.49194 -0.67888
H 3.82172 -0.97256 -0.94552
C 5.83886 -1.22414 -1.70874
C 7.11577 -1.95861 -1.30861
C 7.52490 -1.54761 0.10358
C 6.37221 -1.79756 1.07461
H 6.61948 -1.43930 2.07480
H 6.14571 -2.86870 1.11966
H 8.40119 -2.11057 0.42681
H 7.77716 -0.48563 0.11890
H 7.91699 -1.73210 -2.01408
H 6.93799 -3.03639 -1.33700
H 5.50196 -1.55162 -2.69336
H 6.03505 -0.15075 -1.75389
H 4.52127 -2.56678 -0.65113
H 3.22785 1.42883 1.59033
H 0.56388 -1.69459 1.24745
H -1.83771 -1.20327 1.29858
C -3.00588 1.27398 0.61478
O -3.31652 2.44274 0.72798
N -3.90209 0.25410 0.44403
C -5.29603 0.30474 0.40761
C -5.97665 -0.88269 0.14998
C -7.36659 -0.90749 0.10289
C -8.07367 0.27670 0.31818
C -7.39850 1.45322 0.57604
C -6.01600 1.47871 0.62321
H -5.48739 2.39559 0.82201
H -7.95000 2.36591 0.74345
H -9.15153 0.24469 0.27803
C -8.14864 -2.14170 -0.16854
O -9.35713 -2.12008 -0.23629
C -7.37437 -3.42572 -0.35351
H -6.70984 -3.34164 -1.21066
H -6.78152 -3.63862 0.53319
H -8.07331 -4.24083 -0.52247
H -5.40435 -1.78406 -0.01470
H -3.51132 -0.66381 0.28541
H -1.02028 2.77516 0.01609
H 2.24322 4.30934 -0.39034
H 0.59088 4.14422 0.23794
H 1.51519 3.49244 -2.61560
H -0.14217 3.31010 -2.03949
H 0.58542 4.91823 -2.13468
```

The SMILES is CCOc1cc(C(=O)Nc2cccc(C(C)=O)c2)ccc1OCC(=O)N1CCCCC1. Its multiplicity is 1. The value obtained for the orbital gap is 8.78 eV.

***

# 3
Here is a structure of composition C24H28NO2V from the OMol25 dataset. Energies are from ωB97M-V with the def2-TZVPD basis set.

The geometry in XYZ format:
```
56
C24H28NO2V ωB97M-V with the def2-TZVPD basis set
C -1.71211 -2.21261 2.00685
C -2.23492 -1.40305 0.95322
C -1.30258 -1.42406 -0.13183
H -3.22016 -0.94405 0.92281
C -0.21583 -2.27534 0.24255
C -0.45971 -2.74868 1.56527
H 0.62351 -2.55650 -0.39142
C -0.59121 0.84620 3.67602
C -1.82996 0.66559 2.98952
C -1.71656 1.27889 1.69448
H -2.73214 0.22100 3.40041
C -0.37236 1.78987 1.57586
C 0.30714 1.53236 2.81678
H -1.47065 -0.99788 -1.11920
H 0.09299 -3.54134 2.06713
H -2.21682 -2.46210 2.93804
H 1.32804 1.84429 3.03733
H -2.49963 1.41658 0.94817
H -0.38726 0.56938 4.70871
V -0.40307 -0.42090 1.67961
C 0.26156 2.38528 0.34643
C 1.16840 3.53537 0.79003
C -0.81345 2.89524 -0.61834
H 0.57588 4.26691 1.35304
H 1.60571 4.01720 -0.08954
H 1.98296 3.17412 1.42673
H -1.47988 3.59112 -0.08982
H -1.42022 2.08018 -1.03495
H -0.33665 3.43104 -1.44634
C 1.06622 1.25452 -0.35993
C 1.90038 1.73999 -1.54431
H 0.36951 0.46942 -0.72045
H 1.76208 0.74313 0.33865
O 2.20731 2.91639 -1.72281
N 2.31881 0.80253 -2.44621
C 2.00515 -0.61818 -2.47595
H 2.94064 1.16880 -3.15609
C 0.68081 -0.92036 -3.15030
C 0.29645 -2.25768 -3.27984
H 0.98043 -3.03108 -2.91888
C -0.93280 -2.58831 -3.84846
H -1.22669 -3.63691 -3.91823
C -1.77463 -1.57746 -4.32890
H -2.73268 -1.83413 -4.78413
C -1.38128 -0.23849 -4.23597
H -2.01705 0.56252 -4.61754
C -0.14914 0.09140 -3.65215
H 0.17469 1.13394 -3.60219
H 1.99727 -1.02259 -1.44832
H 2.81291 -1.13456 -3.01087
C 1.15014 -1.91247 4.15939
C 1.33823 -1.33282 2.79482
O 2.38730 -1.15414 2.18811
H 0.08217 -1.93213 4.41691
H 1.67773 -1.30062 4.90858
H 1.53502 -2.94483 4.19755
```

The expectation value of S² is 0.91. Its multiplicity is 2. As for the total charge: +1. The value obtained for the orbital gap (spin up / spin down) is 7.57 / 8.17 eV.

***

# 4
Here is a cluster of 2 separate species, C24H29BBrNO7S in total from the OMol25 dataset. Energies are from ωB97M-V with the def2-TZVPD basis set.

The geometry in XYZ format:
```
64
C24H29BBrNO7S ωB97M-V with the def2-TZVPD basis set
C -3.44288 2.21387 -1.43506
C -2.23947 2.25257 -1.53956
C -0.74907 2.29949 -1.49032
C -0.14055 0.90227 -1.12229
C 1.09048 1.06572 -0.17211
C 0.94878 0.67622 1.32255
C 2.31784 1.15345 1.93817
C 2.32274 1.93383 3.10448
C 3.59889 2.32779 3.52359
C 4.70553 1.93546 2.80237
N 4.77130 1.16419 1.72027
C 3.53001 0.82080 1.36042
O 0.01703 1.48585 2.06240
S -1.56312 1.48939 1.62279
O -2.05627 2.77192 2.03522
O -2.39441 0.42578 2.60265
C -1.42019 -0.59125 2.98050
C -0.72084 -1.28054 1.78471
C 0.80559 -0.90634 1.60509
C 1.43940 -1.30202 2.97899
C 2.92143 -1.75504 3.01065
C 3.20908 -2.95813 3.96820
Br 4.09275 -4.46533 3.06441
C 1.28800 -1.73777 0.40095
B 1.29743 -3.31835 0.55741
O 1.19560 -4.01092 1.73205
O 1.37580 -4.08810 -0.62647
H -4.41932 1.93843 -1.08590
H -0.37075 2.65365 -2.46158
H -0.49205 3.07864 -0.75723
H -0.92293 0.22197 -0.77278
H 0.20930 0.49318 -2.08657
H 1.33187 2.14442 -0.16815
H 1.93601 0.60019 -0.68535
H 1.45127 2.23830 3.67530
H 3.71413 2.94438 4.41447
H 5.67700 2.30398 3.16058
H 3.50305 0.17180 0.47741
H -0.75506 -0.14472 3.72732
H -2.02652 -1.32851 3.53004
H -1.24220 -1.14400 0.82099
H -0.83255 -2.35991 1.98579
H 0.83503 -2.13089 3.38773
H 1.32116 -0.49125 3.71614
H 3.36934 -2.01285 2.04282
H 3.52456 -0.92055 3.40792
H 3.90677 -2.65480 4.75862
H 2.29010 -3.28834 4.46908
H 2.32131 -1.46116 0.11610
H 0.70154 -1.55088 -0.51863
H 1.49831 -4.91715 1.56951
H 0.63857 -3.77310 -1.16642
C -5.50264 0.74622 -5.32568
C -4.34520 1.23739 -4.88883
C -3.19838 1.43580 -5.80880
O -2.14151 1.88065 -5.41336
C -3.39237 1.06781 -7.23285
C -4.54977 0.57711 -7.66854
C -5.69656 0.37841 -6.74876
O -6.75181 -0.06716 -7.14651
H -6.35052 0.59341 -4.66999
H -4.18605 1.51193 -3.85339
H -2.54475 1.22032 -7.88899
H -4.70930 0.30245 -8.70354
```

Its multiplicity is 1. The value obtained for the orbital gap is 8.15 eV.

***

# 5
Here is a cluster of 3 separate species, C24H29F16N4O8S3 in total from the OMol25 dataset. Energies are from ωB97M-V with the def2-TZVPD basis set.

The geometry in XYZ format:
```
84
C24H29F16N4O8S3 ωB97M-V with the def2-TZVPD basis set
C -6.18128 -1.66012 0.79934
C -4.77051 -2.39729 1.31199
O -4.59479 -3.66109 0.85385
O -3.81595 -1.68866 2.19098
C -3.43331 -2.52458 3.34152
N -1.93582 -2.75087 3.38656
C -1.25082 -1.78204 4.35774
C -0.26531 -0.72091 3.55891
S -0.64064 1.11477 3.62229
C -2.44063 1.48312 3.25929
C -2.77906 1.80106 1.68156
O -3.99387 1.36951 1.24202
O -1.92615 2.53928 0.73736
C -1.02560 1.65461 -0.01776
C -1.66119 1.01584 -1.38714
C -2.58447 -0.33029 -1.10023
O -0.68451 0.68547 -2.43607
C 0.35633 -0.24059 -1.96448
O 1.50237 0.30511 -1.48550
C 0.30027 -1.88127 -2.00870
S 1.75542 -2.69967 -1.07897
N -0.20327 -1.34597 2.18048
N 1.15336 -1.58399 2.02754
C 1.82093 -0.41424 1.64742
S 2.63238 1.11471 1.75111
C -1.14875 -2.52454 2.11063
N -1.35481 -3.33021 0.98369
H -5.91460 -0.93569 -0.08592
H -6.97328 -2.49679 0.50012
H -6.65860 -1.06457 1.69190
H -3.75022 -1.91960 4.31326
H -3.96864 -3.57221 3.38594
H -1.83835 -1.42052 5.30399
H -0.43901 -2.51014 4.84278
H 0.73856 -0.83242 4.19199
H -3.07849 0.54127 3.60386
H -2.81224 2.43282 3.87858
H -0.63920 0.75974 0.63900
H -0.05398 2.28916 -0.29794
H -2.39868 1.83473 -1.84576
H -3.72360 -0.02773 -1.00645
H -2.44820 -1.13726 -1.93760
H -2.24255 -0.71711 -0.02496
H 0.31614 -2.32996 -3.11482
H -0.66640 -2.33320 -1.50452
H 1.16280 -3.71722 -0.26430
H -0.79794 -4.21344 0.93471
H -1.98503 -3.00872 0.19303
C 6.47964 1.76684 2.90685
C 6.45899 3.30257 2.90994
C 7.72560 3.96420 2.37847
F 8.82340 3.64487 3.10168
F 7.61808 5.31936 2.43596
F 6.15630 3.74126 4.16153
F 5.41050 3.69384 2.11879
O 6.82309 1.13596 4.14464
C 8.22154 1.01500 4.40124
C 8.68094 1.84489 5.60617
F 8.39905 3.16175 5.44824
F 10.02741 1.75573 5.77866
F 8.90767 1.30136 3.26848
F 8.43967 -0.30629 4.64360
H 5.44875 1.44285 2.71756
H 7.05190 1.35616 2.06509
H 7.90584 3.69201 1.33578
H 8.19300 1.50399 6.52559
C -4.22700 -0.54007 -6.29516
C -4.17935 0.56900 -7.35657
C -3.29068 0.27107 -8.55908
F -1.99559 0.08284 -8.21635
F -3.30112 1.31451 -9.43227
F -3.83259 1.74145 -6.76019
F -5.46036 0.75040 -7.80875
O -3.36364 -0.37311 -5.16608
C -2.01757 -0.80648 -5.35699
C -1.00671 0.34543 -5.30330
F -1.27434 1.29476 -6.23371
F 0.25505 -0.09695 -5.55420
F -1.94047 -1.52570 -6.50272
F -1.76608 -1.68557 -4.34899
H -5.23665 -0.51656 -5.86667
H -4.14097 -1.54336 -6.73184
H -3.63888 -0.61314 -9.09825
H -1.01322 0.82683 -4.31951
```

Its multiplicity is 1. As for the total charge: +1. The value obtained for the orbital gap is 6.27 eV.

***

# 6
Here is a structure of composition C24H29F6OSi from the OMol25 dataset. Energies are from ωB97M-V with the def2-TZVPD basis set.

The geometry in XYZ format:
```
61
C24H29F6OSi ωB97M-V with the def2-TZVPD basis set
C 1.72079 -0.16526 2.47557
C 0.69589 0.97125 2.51046
C -0.69445 0.34152 2.46502
C 0.82807 1.78135 3.80218
C 0.91155 1.92427 1.34930
C 2.01944 2.84012 1.28626
O 0.03665 1.77961 0.37510
Si -0.60431 2.71074 -0.90527
C -0.10552 1.83952 -2.46184
C -2.44868 2.67252 -0.65449
C 0.05254 4.44889 -0.76146
H 2.75536 0.19410 2.46267
H 1.60403 -0.82247 3.35863
H 1.55107 -0.79272 1.58996
H -1.48097 1.10529 2.43824
H -0.80127 -0.31838 1.59631
H -0.85637 -0.26946 3.36539
H 0.12341 2.62204 3.76157
H 0.59085 1.17938 4.69138
H 1.83931 2.18507 3.90902
H 2.20831 3.29560 0.29057
H 2.91258 2.37774 1.77630
H -0.36423 2.47909 -3.31782
H 0.97442 1.64475 -2.48249
H -0.63609 0.88216 -2.55924
H -2.93180 3.41498 -1.30098
H -2.85411 1.68377 -0.89628
H -2.69748 2.91132 0.38530
H -0.36108 5.07581 -1.56654
H -0.24947 4.89395 0.19552
H 1.14673 4.50547 -0.84571
F 6.17205 7.67957 -2.38927
C 6.71817 7.03270 -1.31339
F 7.56791 6.08284 -1.81156
F 7.48023 7.96446 -0.64544
C 5.66250 6.45303 -0.42596
C 5.72879 5.10510 -0.06835
C 4.69275 4.55741 0.69139
C 3.63437 5.33806 1.14914
C 2.54557 4.64296 1.93593
C 1.41091 5.48022 2.41701
C 0.82099 6.45734 1.61333
C -0.27730 7.19484 2.06740
C -0.81448 6.88427 3.30506
C -2.03795 7.60909 3.77755
F -2.94597 6.78478 4.38942
F -1.70496 8.59493 4.68222
F -2.70607 8.23308 2.76064
C -0.22155 5.94768 4.14366
C 0.89068 5.24855 3.69045
C 3.68162 6.72797 0.89606
C 4.67319 7.27457 0.08737
H 6.54722 4.48477 -0.41551
H 4.76963 3.49992 0.96660
H 2.96205 4.02681 2.73085
H 1.18524 6.69395 0.61097
H -0.73123 7.96663 1.44802
H -0.63892 5.73192 5.13001
H 1.40197 4.55084 4.37222
H 2.97904 7.42315 1.35767
H 4.64834 8.34185 -0.15940
```

Its multiplicity is 1. As for the total charge: +1. The value obtained for the orbital gap is 7.42 eV.

***

# 7
Here is a structure of composition C24H29IrN9 from the OMol25 dataset. Energies are from ωB97M-V with the def2-TZVPD basis set.

The geometry in XYZ format:
```
63
C24H29IrN9 ωB97M-V with the def2-TZVPD basis set
Ir 0.15758 -0.69037 0.20853
C -0.03858 -2.88097 2.41435
N 0.95295 -1.89895 1.90419
C 2.30087 -2.45125 1.61303
C 2.91892 -1.63134 0.53463
N 2.18528 -0.84681 -0.23340
C 3.05234 -0.24148 -1.15134
C 2.82428 0.67442 -2.17553
C 3.91852 1.07620 -2.91444
C 5.20676 0.58039 -2.65228
C 5.44195 -0.32625 -1.63988
C 4.33748 -0.71726 -0.89317
N 4.20425 -1.59410 0.18468
C -1.39603 -2.41311 2.02410
N -1.56139 -1.54460 1.04036
C -2.93547 -1.28701 0.94964
C -3.65672 -0.44110 0.11438
C -5.02573 -0.41832 0.28087
C -5.66507 -1.21565 1.24588
C -4.95630 -2.05471 2.08041
C -3.57741 -2.06379 1.91288
N -2.55895 -2.75944 2.57171
H 0.02890 -3.00503 3.49691
H 0.16375 -3.85498 1.96493
H 1.04776 -1.14351 2.58028
H 2.19794 -3.48437 1.27568
H 2.93426 -2.46384 2.50190
H 1.82827 1.03876 -2.39141
H 3.78625 1.78460 -3.72071
H 6.03315 0.91362 -3.26443
H 6.43431 -0.70968 -1.44501
H 4.95647 -2.10944 0.61975
H -3.16017 0.16529 -0.63063
H -5.62901 0.22235 -0.34734
H -6.74152 -1.17165 1.33581
H -5.45233 -2.66682 2.82127
H -2.69103 -3.41553 3.32888
C 1.37037 4.53348 0.79547
C 0.84392 3.22239 1.25768
C 0.29265 2.84279 2.46823
C -0.03858 1.49272 2.36767
N 0.29949 1.06888 1.13672
N 0.82772 2.12804 0.47863
C -0.63956 0.63498 3.42821
H 1.22314 5.28207 1.56890
H 0.86062 4.86552 -0.10946
H 2.43660 4.47102 0.57391
H 0.14185 3.47102 3.32983
H 1.17415 2.03244 -0.46391
H -1.17933 1.25881 4.13673
H 0.13800 0.11708 3.99809
H -1.33439 -0.09067 3.01204
C -1.18246 -0.12837 -4.89582
N -1.54687 0.61541 -3.67266
C -2.51426 1.72410 -3.79162
C -0.98630 0.34905 -2.54751
N -0.47743 0.10478 -1.53130
H -2.09753 -0.40966 -5.41226
H -0.62416 -1.02427 -4.63836
H -0.58308 0.50191 -5.55104
H -3.37649 1.37096 -4.35310
H -2.06009 2.55835 -4.32424
H -2.83448 2.05291 -2.80631
```

Its multiplicity is 1. As for the total charge: +3. The value obtained for the orbital gap is 6.65 eV.

***

The records above yield E values of -2076.48890, -1417.08297, -2080.32885, -4510.34227, -4544.49148, -1895.65482, -1528.23196 a.u., respectively.
The records above yield max |F| values of 0.1121, 0.0136, 0.0506, 0.0534, 0.1740, 0.0515, 0.0654 hartree/bohr, respectively.